1.
DFT (ωB97M-V/def2-TZVPD) results for a molecular structure, C4H6IO3Ti at a distorted geometry.

Structure (XYZ):
```
15
C4H6IO3Ti, DFT ωB97M-V/def2-TZVPD
Ti 2.36 1.53 -1.78
I 2.15 1.34 0.42
C 0.98 -1.33 0.12
C -0.51 -0.89 -0.07
C -1.10 0.14 1.00
O -1.29 1.41 0.44
C -1.07 1.33 -0.79
O -1.50 2.13 -1.61
O -0.46 0.10 -1.13
H 1.53 -1.48 -0.80
H 0.92 -2.23 0.74
H 1.56 -0.60 0.67
H -1.24 -1.64 -0.35
H -0.30 0.36 1.70
H -2.04 -0.18 1.45
```

As for the net charge: 0. As for the LUMO energy (alpha / beta): -0.1 / -0.4 eV. As for the spin multiplicity: 4. The HOMO energy (alpha / beta) comes out at -0.24445 / -0.33202 Ha.

***

2.
DFT (ωB97M-V/def2-TZVPD) results for C28H29N5O6 in the gas phase at a distorted geometry.

Structure (XYZ):
```
68
C28H29N5O6, DFT ωB97M-V/def2-TZVPD
C -2.02 -0.51 -7.93
O -1.14 0.29 -7.17
C -0.91 -0.04 -5.88
C -1.52 -1.10 -5.21
C -1.20 -1.33 -3.88
C -0.30 -0.52 -3.21
N 0.07 -0.81 -1.87
C -0.37 -0.05 -0.83
C -1.34 1.07 -1.15
N -1.90 1.79 -0.03
C -0.92 2.57 0.71
C -1.62 3.40 1.77
N -2.32 2.54 2.71
C -1.59 1.93 3.73
C -1.65 0.57 4.00
C -0.95 -0.01 5.04
C -0.15 0.76 5.85
C -0.09 2.13 5.63
C -0.81 2.73 4.61
O -0.82 4.09 4.39
C -0.16 4.92 5.31
C -3.31 1.78 1.98
C -2.70 0.94 0.85
N -0.03 -0.25 0.40
C 0.82 -1.27 0.70
C 1.17 -1.48 2.04
C 2.03 -2.50 2.37
C 2.55 -3.33 1.37
N 3.44 -4.39 1.73
O 3.87 -5.10 0.85
O 3.71 -4.52 2.91
C 2.21 -3.14 0.04
C 1.34 -2.11 -0.30
C 0.96 -1.88 -1.69
O 1.35 -2.53 -2.64
C 0.32 0.54 -3.89
O 1.20 1.28 -3.15
C 1.92 2.30 -3.80
C 0.00 0.77 -5.21
H -1.67 -1.55 -7.99
H -3.03 -0.49 -7.52
H -2.02 -0.07 -8.93
H -2.22 -1.75 -5.70
H -1.65 -2.16 -3.36
H -2.16 0.65 -1.74
H -0.82 1.79 -1.78
H -0.41 3.22 0.00
H -0.17 1.92 1.19
H -0.90 4.02 2.30
H -2.36 4.05 1.30
H -2.26 -0.07 3.38
H -1.03 -1.08 5.20
H 0.41 0.33 6.66
H 0.51 2.74 6.29
H -0.37 5.94 4.98
H -0.54 4.78 6.33
H 0.92 4.75 5.31
H -3.87 1.15 2.67
H -4.00 2.51 1.54
H -3.51 0.51 0.25
H -2.10 0.13 1.27
H 0.75 -0.83 2.80
H 2.31 -2.68 3.40
H 2.61 -3.78 -0.73
H 1.25 3.09 -4.17
H 2.58 2.72 -3.04
H 2.52 1.91 -4.62
H 0.45 1.57 -5.77
```

As for the net charge: 0. As for the SMILES: COc1ccc(-n2c(CN3CCN(c4ccccc4OC)CC3)nc3ccc([N+](=O)[O-])cc3c2=O)c(OC)c1. As for the LUMO energy: -0.5 eV. The HOMO energy comes out at -0.27600 Ha.

***

3.
DFT (ωB97M-V/def2-TZVPD) results for 7 unconnected molecules or ions with the total composition C32H64N8O8 at a distorted geometry.

Structure (XYZ):
```
112
C32H64N8O8, DFT ωB97M-V/def2-TZVPD
C 4.86 -3.20 0.38
C 3.95 -1.87 0.78
C 4.65 -0.60 -0.04
C 3.57 0.59 -0.43
C 2.41 0.08 -1.50
C 1.00 -0.38 -0.79
O 0.63 0.35 0.30
O 0.13 -1.47 -1.24
C -1.17 -0.98 -1.75
C -1.10 0.49 -2.48
C -1.64 -2.05 -2.94
N -0.48 -2.71 -3.66
C -2.37 -1.08 -0.60
C -3.54 0.04 -0.42
C -4.79 -0.01 0.66
C -4.72 -1.40 1.59
C -3.46 -2.39 1.27
N -2.36 -2.29 0.27
H 6.02 -2.99 0.53
H 4.71 -3.40 -0.78
H 4.50 -4.13 1.00
H 2.86 -2.11 0.40
H 3.97 -1.68 1.94
H 5.41 -0.11 0.74
H 5.28 -1.00 -0.94
H 3.14 1.02 0.56
H 4.20 1.46 -0.94
H 2.22 1.02 -2.22
H 2.88 -0.76 -2.20
H -0.36 0.48 -3.41
H -2.18 0.67 -2.96
H -0.92 1.39 -1.76
H -2.27 -2.90 -2.41
H -2.37 -1.45 -3.64
H 0.34 -2.07 -3.77
H -0.24 -3.60 -3.16
H -3.51 0.97 -1.16
H -5.64 0.79 0.75
H -5.54 -1.65 2.41
H -3.44 -3.38 1.94
C 2.34 -7.22 -2.46
N 3.31 -6.35 -1.85
C 4.55 -6.67 -1.38
C 5.00 -8.10 -1.48
O 5.26 -5.80 -0.88
H 2.13 -6.85 -3.47
H 1.42 -7.18 -1.86
H 2.68 -8.26 -2.53
H 3.08 -5.37 -1.75
H 6.00 -8.20 -1.06
H 4.32 -8.75 -0.92
H 5.03 -8.41 -2.53
C -8.34 -2.22 2.64
N -8.13 -1.40 1.47
C -9.07 -0.75 0.72
C -10.51 -0.86 1.14
O -8.72 -0.09 -0.25
H -7.77 -1.78 3.47
H -7.95 -3.22 2.43
H -9.39 -2.29 2.92
H -7.19 -1.28 1.13
H -11.13 -0.29 0.45
H -10.83 -1.91 1.10
H -10.64 -0.46 2.14
C -2.66 5.31 -4.97
N -1.97 4.34 -4.16
C -1.51 4.49 -2.88
C -1.73 5.81 -2.20
O -0.93 3.55 -2.33
H -3.63 4.89 -5.25
H -2.07 5.48 -5.88
H -2.81 6.26 -4.45
H -1.78 3.43 -4.55
H -1.30 5.77 -1.19
H -1.23 6.61 -2.75
H -2.80 6.01 -2.12
C 5.54 3.24 4.24
N 5.72 2.47 3.03
C 6.88 2.06 2.45
C 8.17 2.43 3.13
O 6.85 1.41 1.41
H 4.94 2.65 4.93
H 5.01 4.16 3.98
H 6.49 3.50 4.71
H 4.89 2.19 2.51
H 9.01 2.03 2.55
H 8.27 3.52 3.18
H 8.21 2.00 4.13
C 2.62 -4.85 3.86
N 3.14 -5.95 4.63
C 4.44 -6.19 4.98
C 5.49 -5.22 4.52
O 4.72 -7.19 5.65
H 1.89 -4.32 4.48
H 2.11 -5.26 2.98
H 3.40 -4.16 3.54
H 2.50 -6.65 4.98
H 6.47 -5.55 4.87
H 5.51 -5.18 3.43
H 5.29 -4.23 4.93
C -5.84 9.24 -1.08
N -4.58 8.76 -1.61
C -3.46 9.48 -1.88
C -3.48 10.96 -1.62
O -2.46 8.91 -2.33
H -6.04 8.72 -0.14
H -6.62 9.00 -1.80
H -5.83 10.32 -0.90
H -4.49 7.77 -1.81
H -2.51 11.39 -1.89
H -4.25 11.44 -2.23
H -3.66 11.15 -0.56
```

As for the net charge: 0. As for the SMILES: CCCCCC(=O)O[C@@](C)(CN)c1ccccn1.CNC(C)=O.CNC(C)=O.CNC(C)=O.CNC(C)=O.CNC(C)=O.CNC(C)=O. As for the LUMO energy: 0.0 eV. The HOMO energy comes out at -0.31249 Ha.

***

4.
DFT (ωB97M-V/def2-TZVPD) results for a molecular structure, C30H19BrCl80O3 at a distorted geometry.

Structure (XYZ):
```
133
C30H19BrCl80O3, DFT ωB97M-V/def2-TZVPD
C 1.85 -1.10 0.31
O 1.62 -1.62 -1.04
C 0.16 -1.60 -1.33
C -0.48 -3.04 -0.86
C -1.85 -2.81 0.06
C -2.38 -4.50 0.31
C -3.85 -4.65 1.23
O -3.73 -4.89 -0.39
O -0.85 -3.94 -1.96
C 0.33 -4.52 -2.62
C 0.76 -6.02 -2.05
C 1.52 -5.98 -0.59
C 2.05 -7.49 -0.16
Br 2.04 -7.55 1.85
H 1.19 -1.73 1.05
H 2.98 -1.15 0.67
H 1.51 0.02 0.39
H -0.03 -1.32 -2.45
H -0.28 -0.73 -0.64
H 0.31 -3.51 -0.10
H -2.72 -2.29 -0.52
H -1.64 -2.39 1.13
H -1.50 -5.37 0.48
H -3.58 -5.59 1.88
H -3.78 -3.52 1.55
H 0.03 -4.70 -3.76
H 1.27 -3.79 -2.67
H -0.13 -6.78 -1.99
H 1.56 -6.44 -2.82
H 0.79 -5.64 0.27
H 2.44 -5.22 -0.61
H 1.25 -8.24 -0.63
H 3.12 -7.60 -0.63
C 3.36 1.98 -2.06
Cl 3.50 2.43 -0.34
Cl 3.75 3.39 -3.07
Cl 4.49 0.66 -2.42
Cl 1.69 1.45 -2.40
C -1.39 0.53 2.54
Cl -0.16 1.77 2.90
Cl -0.68 -1.09 2.79
Cl -2.79 0.75 3.61
Cl -1.91 0.69 0.84
C -0.44 -0.71 -5.76
Cl 1.26 -0.34 -5.36
Cl -1.08 -1.90 -4.59
Cl -1.40 0.79 -5.67
Cl -0.53 -1.38 -7.41
C 6.40 5.28 -6.14
Cl 6.63 7.03 -5.88
Cl 7.98 4.46 -6.10
Cl 5.34 4.62 -4.87
Cl 5.64 5.02 -7.73
C -1.59 4.26 6.10
Cl -0.37 5.51 6.46
Cl -0.89 2.64 6.36
Cl -3.00 4.48 7.18
Cl -2.12 4.42 4.41
C -4.12 6.46 1.51
Cl -3.98 6.91 3.23
Cl -3.73 7.88 0.50
Cl -2.99 5.14 1.15
Cl -5.79 5.93 1.16
C -7.11 9.67 4.86
Cl -6.36 8.72 3.55
Cl -5.89 10.02 6.11
Cl -7.74 11.20 4.20
Cl -8.45 8.74 5.58
C 4.02 5.66 6.34
Cl 4.90 5.17 7.82
Cl 3.17 7.19 6.65
Cl 5.18 5.88 5.01
Cl 2.84 4.40 5.91
C -7.18 0.15 3.72
Cl -6.44 -0.80 2.41
Cl -5.96 0.50 4.97
Cl -7.81 1.68 3.05
Cl -8.52 -0.78 4.44
C 2.02 5.67 2.22
Cl 3.24 6.91 2.59
Cl 2.72 4.05 2.48
Cl 0.62 5.88 3.30
Cl 1.50 5.83 0.53
C 2.69 9.93 9.44
Cl 2.11 9.86 7.76
Cl 1.44 9.27 10.52
Cl 4.18 8.98 9.60
Cl 3.02 11.63 9.88
C 2.37 -8.52 -5.35
Cl 3.12 -9.48 -6.66
Cl 3.59 -8.17 -4.10
Cl 1.74 -6.99 -6.02
Cl 1.03 -9.45 -4.63
C 0.39 1.31 -10.76
Cl 1.85 0.37 -11.16
Cl -1.04 0.49 -11.42
Cl 0.23 1.44 -8.99
Cl 0.52 2.94 -11.46
C -5.72 -5.35 5.03
Cl -4.70 -4.92 6.43
Cl -5.89 -3.94 3.96
Cl -4.96 -6.69 4.14
Cl -7.33 -5.85 5.61
C 6.16 -11.00 -2.26
Cl 5.95 -9.67 -1.08
Cl 7.79 -10.90 -2.98
Cl 5.96 -12.56 -1.43
Cl 4.93 -10.85 -3.54
C 10.59 -12.78 -5.47
Cl 10.39 -11.46 -4.29
Cl 12.22 -12.69 -6.19
Cl 10.40 -14.35 -4.64
Cl 9.37 -12.63 -6.76
C -2.36 11.43 7.42
Cl -1.62 10.47 6.11
Cl -1.14 11.78 8.67
Cl -2.99 12.95 6.76
Cl -3.70 10.50 8.14
C -9.12 3.49 6.29
Cl -9.04 1.82 5.69
Cl -7.73 4.42 5.66
Cl -10.63 4.25 5.73
Cl -9.07 3.49 8.07
C -3.33 8.22 -3.51
Cl -2.65 9.87 -3.44
Cl -4.82 8.15 -2.54
Cl -3.70 7.81 -5.20
Cl -2.14 7.06 -2.86
C 4.37 -8.55 -10.83
Cl 3.32 -7.87 -12.10
Cl 6.07 -8.23 -11.24
Cl 3.97 -7.80 -9.27
Cl 4.10 -10.31 -10.73
```

As for the net charge: 0. As for the LUMO energy: -0.2 eV. The HOMO energy comes out at -0.34393 Ha.

***

5.
DFT (ωB97M-V/def2-TZVPD) results for C2H4N4 in the gas phase at a distorted geometry.

Structure (XYZ):
```
10
C2H4N4, DFT ωB97M-V/def2-TZVPD
N -1.74 0.16 0.09
C -0.38 0.03 -0.09
C 0.69 0.89 0.30
N 1.81 0.23 0.19
N 1.46 -0.95 -0.38
N 0.12 -1.09 -0.53
H -2.26 -0.51 -0.45
H -2.11 1.10 0.05
H 0.64 1.91 0.67
H 1.75 -1.77 0.14
```

As for the net charge: 0. As for the SMILES: Nc1cn[nH]n1. As for the LUMO energy: 1.0 eV. The HOMO energy comes out at -0.32976 Ha.

***

6.
DFT (ωB97M-V/def2-TZVPD) results for C4H9NO2 in the gas phase at a distorted geometry.

Structure (XYZ):
```
16
C4H9NO2, DFT ωB97M-V/def2-TZVPD
C 1.62 -2.04 -0.43
O 1.05 -0.97 0.28
C 0.69 0.11 -0.55
C -0.02 1.13 0.31
N -1.23 0.59 0.93
C -2.41 1.25 0.64
O -2.41 2.26 -0.05
H 0.93 -2.44 -1.18
H 2.55 -1.74 -0.94
H 1.86 -2.82 0.30
H 0.02 -0.24 -1.36
H 1.59 0.55 -1.03
H -0.34 1.98 -0.30
H 0.68 1.51 1.07
H -1.10 -0.27 1.44
H -3.48 1.14 0.86
```

As for the net charge: 0. As for the SMILES: COCCNC=O. As for the LUMO energy: 0.9 eV. The HOMO energy comes out at -0.35411 Ha.

***

7.
DFT (ωB97M-V/def2-TZVPD) results for a molecular structure, C3H4I2O2S at a distorted geometry.

Structure (XYZ):
```
12
C3H4I2O2S, DFT ωB97M-V/def2-TZVPD
C -1.39 -0.07 -0.54
C 1.13 -0.21 0.26
C 0.03 -0.39 1.16
O 0.61 -0.13 -2.33
O 0.36 1.98 -1.06
S 0.26 0.58 -1.18
I -0.17 -2.21 2.31
I -0.35 1.37 2.25
H -1.94 -0.80 -1.00
H -2.19 0.57 -0.23
H 2.13 0.43 0.56
H 1.54 -1.13 -0.19
```

As for the net charge: 0. As for the LUMO energy (alpha / beta): -1.1 / -1.1 eV. The HOMO energy (alpha / beta) comes out at -0.34224 / -0.34226 Ha.

***

8.
DFT (ωB97M-V/def2-TZVPD) results for a gas-phase ion, C2H7OSi (charge +1) at a distorted geometry.

Structure (XYZ):
```
11
C2H7OSi, DFT ωB97M-V/def2-TZVPD
C 0.27 -1.82 -1.23
C -0.77 1.08 1.26
O 0.56 -1.04 -0.30
Si 0.69 0.74 -0.07
H -0.08 -2.80 -1.08
H 0.32 -1.50 -2.33
H -1.79 1.27 0.82
H -1.14 0.30 1.97
H -0.31 1.98 1.71
H 0.45 1.20 -1.47
H 1.80 0.58 0.73
```

As for the net charge: +1. As for the LUMO energy: -6.2 eV. The HOMO energy comes out at -0.57556 Ha.

***

9.
DFT (ωB97M-V/def2-TZVPD) results for 11 unconnected molecules or ions with the total composition H21O11 at a distorted geometry.

Structure (XYZ):
```
32
H21O11, DFT ωB97M-V/def2-TZVPD
O -0.04 3.56 -0.40
H 0.34 4.14 0.33
O 1.76 4.49 1.91
H 2.66 4.50 1.44
H 1.63 3.61 2.31
O 2.29 1.77 1.96
H 3.26 1.65 2.07
H 2.21 1.97 1.05
O 0.51 6.87 1.10
H 0.41 6.38 0.27
H -0.20 7.59 1.12
O -1.02 5.74 -1.54
H -1.67 6.03 -0.94
H -0.65 4.94 -1.10
O -2.42 3.01 -1.44
H -1.62 3.33 -1.01
H -2.15 2.10 -1.47
O 1.67 5.54 -1.02
H 1.06 4.88 -0.83
H 2.43 5.09 -0.85
O -1.72 3.43 1.67
H -2.16 2.57 1.60
H -1.00 3.29 1.04
O -0.58 1.07 0.14
H -0.28 1.98 -0.05
H -0.92 1.10 0.97
O 2.28 2.31 -0.78
H 1.46 2.79 -0.66
H 2.74 2.90 -1.37
O 0.73 3.61 -3.19
H 1.66 3.65 -3.10
H 0.39 3.54 -2.32
```

As for the net charge: -1. As for the LUMO energy: 2.8 eV. The HOMO energy comes out at -0.25637 Ha.

***

Question: Number 6 is which compound?
Answer: C4H9NO2